ORCA calculation (wB97M-V/def2-TZVPD) on a 3-piece molecular cluster, C21H45N8O2S overall.

Energy = -1813.42687 Eh
Kohn-Sham gap = 6.9 eV
Total charge = +1

Atoms and positions in Å:
C  2.2679  3.7175  2.6641
C  1.3024  2.4588  2.9658
O  2.0110  1.2305  3.2457
C  0.2040  2.3403  1.8013
C  -0.1949  0.8523  1.4241
N  0.6059  0.2145  0.4187
C  -0.0654  -1.0770  0.3171
N  0.4238  -1.9468  -0.5944
N  -1.1771  -1.1780  1.2066
N  -1.2502  0.0101  1.8790
C  -2.2281  0.4863  2.8946
C  -3.3399  -0.5823  3.3099
S  -4.5938  -0.9613  2.0008
C  -5.3465  0.5771  1.3524
N  -6.2118  0.7113  0.1992
N  -6.4719  2.0487  0.1228
C  -5.8665  2.7964  1.1579
O  -5.1697  1.8423  1.9334
H  1.9883  4.2519  1.6840
H  3.3662  3.4324  2.5733
H  2.1782  4.5272  3.4778
H  0.7358  2.7363  3.9288
H  2.0926  1.2126  4.2274
H  0.5886  2.8476  0.8509
H  -0.7180  2.9371  2.1259
H  1.4269  -2.1657  -0.6814
H  -0.1784  -2.3837  -1.3091
H  -1.8156  -1.9757  1.3048
H  -2.7646  1.4007  2.4790
H  -1.6949  0.8148  3.8597
H  -3.8773  -0.1458  4.2300
H  -2.9053  -1.5819  3.6508
H  -5.8666  3.9007  1.3883
C  2.3254  -7.9640  -2.4316
C  1.9215  -6.9323  -1.3861
N  0.4772  -6.8096  -1.2178
C  0.0803  -5.6270  -0.4640
C  0.5214  -5.5368  0.9962
C  -0.2403  -8.0361  -0.8826
C  0.1922  -8.7941  0.3714
H  1.8295  -7.7730  -3.3867
H  3.4043  -7.9179  -2.6001
H  2.0885  -8.9819  -2.1135
H  2.3192  -5.9671  -1.7194
H  2.4238  -7.1668  -0.4381
H  -1.0096  -5.5163  -0.5108
H  0.4718  -4.7468  -0.9889
H  -0.0445  -6.2169  1.6327
H  0.3386  -4.5245  1.3726
H  1.5865  -5.7412  1.1225
H  -0.1599  -8.7198  -1.7340
H  -1.3124  -7.8220  -0.8131
H  1.2755  -8.9175  0.4338
H  -0.2459  -9.7963  0.3608
H  -0.1558  -8.3063  1.2825
C  0.9331  3.1812  -1.9282
C  0.5635  4.6063  -1.5326
N  1.6664  5.5492  -1.6624
C  1.4184  6.8271  -0.9998
C  0.2748  7.6900  -1.5297
C  2.2888  5.6364  -2.9801
C  1.3937  5.9825  -4.1689
H  1.8167  2.8361  -1.3836
H  0.1078  2.5040  -1.6895
H  1.1278  3.0925  -2.9993
H  0.2495  4.5765  -0.4824
H  -0.3143  4.9226  -2.1118
H  2.3391  7.4205  -1.0037
H  1.2237  6.6238  0.0603
H  0.5262  8.1546  -2.4829
H  0.0725  8.5019  -0.8253
H  -0.6527  7.1252  -1.6476
H  2.7733  4.6769  -3.1912
H  3.1177  6.3510  -2.9430
H  0.4717  5.3969  -4.1841
H  1.9260  5.7689  -5.1004
H  1.1341  7.0410  -4.1884

Forces on atoms 1 to 6 (eV/Å):
C -0.0784 0.6382 -0.2656
C -0.2612 1.4196 0.9481
O -0.6978 0.8560 0.4812
C -0.7251 -0.4856 0.0313
C 1.3548 -1.9092 -1.8905
N -5.3019 -2.2064 3.6343



ORCA calculation (wB97M-V/def2-TZVPD) on a 3-piece molecular cluster, C21H45NO2 overall.

Energy = -1032.40525 Eh
Kohn-Sham gap = 10.4 eV
ΔE to the lowest compared entry with this formula, charge and spin = 0.0 kcal per mole

Atoms and positions in Å:
C  0.2585  -1.1358  -3.3286
C  1.6317  -1.8117  -3.2709
C  2.8148  -0.8528  -3.0721
C  2.6191  0.2778  -2.0576
C  2.9219  -0.0738  -0.6006
C  2.0327  -1.1840  -0.0180
C  2.7424  -2.5370  -0.0268
C  3.6275  -2.4215  1.2067
O  4.6196  -3.0329  1.4579
O  3.1265  -1.4653  2.0249
C  1.8299  -1.0605  1.5016
N  1.4195  0.1588  2.0981
H  0.3141  -0.1448  -3.7840
H  -0.4399  -1.7341  -3.9133
H  -0.1830  -1.0153  -2.3375
H  1.7880  -2.3410  -4.2134
H  1.6288  -2.5845  -2.4985
H  3.6896  -1.4313  -2.7564
H  3.0802  -0.4291  -4.0430
H  3.2917  1.0947  -2.3330
H  1.6078  0.6925  -2.1193
H  3.9767  -0.3499  -0.5070
H  2.7957  0.8426  -0.0176
H  1.0599  -1.1666  -0.5142
H  2.0338  -3.3541  0.1414
H  3.3437  -2.7590  -0.9033
H  1.1183  -1.8385  1.7983
H  0.4148  0.2032  2.1897
H  1.7502  0.9802  1.6097
C  -2.4533  5.1926  -4.0945
C  -1.2989  5.5529  -3.1653
C  -0.0730  4.6576  -3.3396
C  -0.3186  3.1739  -3.0587
C  -0.8655  2.8678  -1.6651
C  0.0676  3.2998  -0.5386
H  -2.8285  4.1862  -3.9015
H  -3.2886  5.8824  -3.9688
H  -2.1387  5.2358  -5.1396
H  -1.6419  5.5181  -2.1272
H  -1.0005  6.5882  -3.3481
H  0.7300  5.0244  -2.6945
H  0.2967  4.7588  -4.3649
H  0.6259  2.6355  -3.1940
H  -1.0052  2.7676  -3.8064
H  -1.0395  1.7899  -1.5923
H  -1.8430  3.3394  -1.5324
H  1.0464  2.8246  -0.6532
H  -0.3339  3.0139  0.4353
H  0.2240  4.3790  -0.5228
C  -1.5388  -3.6072  1.9149
C  -1.6459  -2.2447  2.5916
C  -1.0690  -2.2158  4.0064
C  -1.7601  -3.1553  4.9961
C  -3.2636  -2.9295  5.1498
C  -3.6216  -1.5369  5.6583
H  -2.1138  -4.3662  2.4466
H  -1.9133  -3.5702  0.8909
H  -0.4993  -3.9447  1.8810
H  -2.6897  -1.9197  2.6004
H  -1.1117  -1.5068  1.9838
H  -1.1066  -1.1909  4.3858
H  -0.0065  -2.4777  3.9635
H  -1.2818  -3.0375  5.9732
H  -1.5842  -4.1929  4.7002
H  -3.6566  -3.6769  5.8435
H  -3.7685  -3.1106  4.1964
H  -3.1410  -1.3387  6.6187
H  -4.6985  -1.4339  5.7961
H  -3.3053  -0.7586  4.9618

Forces on atoms 1 to 6 (eV/Å):
C 0.0035 -0.0643 0.0146
C -0.0711 -0.0056 -0.0850
C 0.0048 -0.1304 0.1879
C 0.1440 0.1329 0.0142
C -0.1946 -0.0242 -0.0231
C 0.1245 0.2494 0.0750



ORCA calculation (wB97M-V/def2-TZVPD) on C21H46Br13O5P2 as an isolated structure.

Energy = -35348.73455 Eh
Kohn-Sham gap = 5.6 eV
Total charge = -1

Atoms and positions in Å:
C  4.1652  3.6742  0.1454
C  3.7845  2.1939  0.3263
C  3.3368  1.4774  -0.9664
C  2.0827  2.1495  -1.5850
C  2.1880  2.3446  -3.1081
C  0.7219  1.5034  -1.2454
Br  0.4604  -0.5039  -1.8398
C  0.4984  1.4230  0.2786
O  -0.8655  1.2559  0.4866
P  -1.6298  2.5185  -0.4981
C  -2.9043  1.3556  -1.3741
O  -4.0427  1.3109  -0.5056
O  -4.7010  0.0229  -0.5977
P  -2.1721  4.3679  -1.6935
C  -3.8959  4.7311  -1.1341
O  -2.3910  3.9646  -3.3153
O  -0.2696  2.3055  -1.6731
H  3.6277  4.1646  -0.6635
H  5.2393  3.7674  -0.0221
H  3.9542  4.2271  1.0621
H  4.6813  1.6734  0.6735
H  3.0248  2.1032  1.1014
H  3.1753  0.4435  -0.6781
H  4.1853  1.4785  -1.6480
H  1.9974  3.1318  -1.1248
H  1.6949  1.5408  -3.6527
H  1.7298  3.2869  -3.4069
H  3.2288  2.3883  -3.4351
H  1.1246  0.6694  0.7589
H  0.8308  2.4069  0.6509
H  -2.6831  2.7338  0.4488
H  -0.8584  3.4582  0.2962
H  -2.5588  0.3361  -1.5893
H  -3.2499  1.7908  -2.3213
H  -5.1179  0.0023  0.2744
H  -4.4312  3.8358  -0.8100
H  -4.4022  5.2040  -1.9778
H  -3.8164  5.4636  -0.3322
H  -2.0679  3.0694  -3.4798
Br  3.3567  -0.6527  -2.9375
C  3.8425  -2.4920  -3.3144
C  5.3327  -2.6857  -3.4047
Br  6.0646  -2.0191  -5.0818
H  3.3324  -2.7818  -4.2281
H  3.4438  -3.0688  -2.4810
H  5.5834  -3.7445  -3.3858
H  5.8621  -2.1698  -2.6105
Br  -3.3101  3.4918  2.9404
C  -1.7962  3.5820  4.1506
C  -1.1924  4.9583  4.2300
Br  -0.1384  5.4127  2.6636
H  -1.0903  2.8327  3.8041
H  -2.1800  3.3008  5.1298
H  -0.5031  5.0077  5.0702
H  -1.9465  5.7334  4.3267
Br  -2.1296  -1.7733  -0.9592
C  -2.8195  -3.1787  0.1977
C  -1.7520  -4.1825  0.5414
Br  -1.3848  -5.4081  -0.9254
H  -3.6797  -3.6294  -0.2903
H  -3.1445  -2.6681  1.1032
H  -2.0648  -4.8192  1.3671
H  -0.8088  -3.7043  0.7879
Br  1.7886  2.5739  5.3090
C  1.6555  2.0646  7.1766
C  0.2251  1.9453  7.6318
Br  -0.5999  3.6846  7.9089
H  2.2110  2.8023  7.7466
H  2.1502  1.0985  7.2492
H  0.1755  1.4468  8.5971
H  -0.3931  1.4152  6.9141
Br  -0.2846  -7.2326  3.1779
C  0.7260  -7.7975  1.6158
C  2.1533  -7.3153  1.6647
Br  2.2652  -5.4245  1.2540
H  0.1928  -7.4192  0.7479
H  0.6919  -8.8847  1.6253
H  2.7439  -7.8198  0.9032
H  2.6125  -7.4594  2.6373
Br  -3.8692  -6.5566  -4.1505
C  -4.2975  -4.8069  -4.8880
C  -3.0966  -4.1486  -5.5140
Br  -1.8872  -3.4456  -4.1723
H  -4.7102  -4.2175  -4.0754
H  -5.0656  -4.9912  -5.6358
H  -3.4105  -3.2911  -6.1057
H  -2.5293  -4.8330  -6.1372

Forces on atoms 1 to 6 (eV/Å):
C 0.1158 -0.1971 0.4136
C 0.3391 0.1894 -0.3905
C -0.3764 0.8024 1.2604
C 0.2271 -1.1366 -0.9869
C 0.1044 0.3892 0.0158
C 0.0739 1.1087 1.7606



ORCA calculation (wB97M-V/def2-TZVPD) on a 17-piece molecular cluster, C21H46Cl32O2P overall.

Energy = -16045.53584 Eh
Kohn-Sham gap = 4.6 eV
ΔE to the lowest compared entry with this formula, charge and spin = 22.6 kcal per mole
Total charge = -1

Atoms and positions in Å:
C  -1.0782  3.3949  -4.1526
C  -2.2536  2.5075  -4.6328
C  -1.8369  1.0656  -4.6486
O  -1.3575  0.6461  -5.6281
O  -2.0367  0.2679  -3.6499
C  -2.2724  0.8764  -2.3562
C  -1.6811  0.0594  -1.2198
P  0.0827  -0.6649  -1.5635
H  -0.2005  2.7950  -4.2466
H  -0.9974  4.2935  -4.7327
H  -1.2267  3.5978  -3.1115
H  -3.1481  2.7017  -4.0630
H  -2.4310  2.7745  -5.6531
H  -3.3416  0.8920  -2.2320
H  -1.8523  1.8563  -2.2695
H  -2.3590  -0.7151  -0.8772
H  -1.5462  0.7666  -0.4121
H  -0.3525  -1.3708  -2.7343
H  0.4655  0.5437  -2.3348
H  0.6315  -0.0593  -0.3180
H  -0.2870  -1.8622  -0.7473
H  1.4377  -1.2473  -1.7818
C  -0.3802  -4.9191  -3.3675
Cl  -1.2915  -3.4976  -3.8725
Cl  -0.3979  -5.1367  -1.6122
H  -0.8187  -5.7980  -3.8250
H  0.6473  -4.8008  -3.6893
C  -3.5592  -0.6904  1.6956
Cl  -3.1969  1.0355  1.8110
Cl  -2.0896  -1.6477  1.4917
H  -4.0458  -1.0142  2.6088
H  -4.2006  -0.8518  0.8373
C  -3.0614  -3.3867  4.9680
Cl  -4.3255  -2.2042  4.6121
Cl  -2.7516  -3.5045  6.7095
H  -3.3781  -4.3538  4.6055
H  -2.1500  -3.0764  4.4708
C  -3.2272  -7.2769  6.1724
Cl  -4.7901  -6.9641  5.4050
Cl  -1.8980  -6.5614  5.2550
H  -3.2350  -6.8451  7.1640
H  -3.0753  -8.3485  6.2268
C  0.7868  1.0330  -7.4020
Cl  1.6306  2.5973  -7.3430
Cl  1.9181  -0.2834  -7.7396
H  0.3049  0.8534  -6.4463
H  0.0474  1.0665  -8.1913
C  -4.9887  3.8705  -1.5484
Cl  -3.4876  3.4218  -0.7466
Cl  -5.2986  2.9053  -3.0074
H  -5.8178  3.7280  -0.8665
H  -4.9133  4.9113  -1.8376
C  0.4755  -3.2809  9.1392
Cl  1.9002  -4.0819  8.4726
Cl  0.0541  -3.9253  10.7362
H  0.6837  -2.2225  9.2358
H  -0.3606  -3.4379  8.4681
C  0.5725  -1.4348  13.3439
Cl  0.0488  0.2228  13.0148
Cl  0.2336  -1.9149  15.0107
H  0.0382  -2.0924  12.6712
H  1.6393  -1.5028  13.1716
C  1.1510  6.0651  -9.0919
Cl  -0.2543  6.8931  -9.7724
Cl  2.5971  6.3052  -10.0845
H  1.3421  6.4574  -8.1012
H  0.9419  5.0037  -9.0397
C  -0.2797  -8.1663  8.6096
Cl  -0.7837  -6.4958  8.3452
Cl  -0.6015  -8.7007  10.2642
H  -0.8253  -8.8064  7.9264
H  0.7841  -8.2392  8.4208
C  5.3366  0.4062  -9.3759
Cl  5.7393  -0.2511  -10.9675
Cl  6.7616  0.4882  -8.3287
H  4.9389  1.4054  -9.5004
H  4.5975  -0.2333  -8.9104
C  2.0589  4.9436  -2.2854
Cl  1.6965  3.8385  -0.9583
Cl  2.2410  4.0824  -3.8169
H  1.2434  5.6505  -2.3818
H  2.9836  5.4634  -2.0666
C  -0.3710  4.1390  13.2223
Cl  -1.9591  4.3037  12.4639
Cl  0.9061  4.8435  12.2260
H  -0.3845  4.6422  14.1807
H  -0.1673  3.0845  13.3568
C  4.9898  5.2659  -12.7299
Cl  6.3869  4.4506  -12.0175
Cl  4.4270  4.4463  -14.1918
H  4.1864  5.2706  -12.0047
H  5.2725  6.2790  -12.9876
C  7.9045  -3.0776  -7.8413
Cl  7.6983  -4.1353  -6.4404
Cl  7.8564  -3.9849  -9.3596
H  7.1071  -2.3464  -7.8476
H  8.8641  -2.5823  -7.7647
C  -2.1908  1.9421  9.4295
Cl  -2.5269  3.1889  8.2230
Cl  -1.9459  0.3569  8.6815
H  -1.2927  2.2140  9.9702
H  -3.0308  1.8794  10.1097

Forces on atoms 1 to 6 (eV/Å):
C -0.9850 -1.0026 -0.0120
C 0.4079 0.8534 0.5627
C -1.6774 1.5811 1.8662
O 1.7278 -1.8450 -3.9771
O -0.0945 -0.1558 1.4117
C -0.1632 -1.3051 0.9672